[1]
# C10H8CuNO8

C10H8CuNO8 as an isolated structure in a non-equilibrium geometry (the ωB97M-V functional and the def2-TZVPD basis, OMol25).

Geometry as XYZ:
```
28
Properties=species:S:1:pos:R:3:forces:R:3
Cu 0.4713 0.0277 -0.3004 -0.7 0.5 -0.1
C 0.5473 -1.9224 3.4061 -0.1 0.1 -0.2
C -0.0999 -1.2902 2.1789 -0.5 -0.9 0.3
C -1.5612 -0.9248 2.4335 0.4 0.1 -0.1
O 0.5753 -0.0735 1.8335 0.1 0.2 -0.4
C -0.0466 -2.3210 0.9953 0.0 -0.2 0.9
O -0.3350 -3.4803 1.2437 -0.1 -0.1 0.1
O 0.2987 -1.8695 -0.1371 0.4 0.3 -0.8
H 0.4470 -1.2798 4.2788 0.0 0.1 0.0
H 1.6026 -2.1198 3.2196 0.1 0.0 0.0
H 0.0640 -2.8736 3.6057 0.0 -0.1 0.0
H -1.6461 -0.3434 3.3513 0.0 0.1 0.0
H -2.1535 -1.8333 2.5189 0.0 0.0 0.0
H -1.9232 -0.3214 1.6017 -0.1 0.0 0.0
H 1.5273 -0.2150 1.9298 0.0 0.1 -0.1
O -1.8487 3.3091 -4.7341 0.3 -0.2 0.5
C -1.2862 2.7492 -3.8156 -0.3 0.3 -0.7
C -1.5796 2.9288 -2.3435 -0.1 0.5 0.2
O -2.2563 3.8214 -1.8622 0.0 -0.4 0.0
C -0.8301 1.8672 -1.6725 0.2 -0.4 -1.5
C 0.0554 1.2355 -2.5981 -1.2 1.6 -0.1
O 0.9301 0.4081 -2.2053 0.4 -1.2 0.7
C -0.1723 1.7368 -3.9521 0.2 -0.3 -0.3
O 0.3760 1.4169 -4.9956 -0.1 0.1 0.4
O -0.9117 1.4672 -0.4719 0.6 -0.2 1.0
N 3.4092 -0.0362 -1.1580 -0.4 0.1 0.8
C 2.7234 0.1496 -0.2332 1.1 -0.1 -0.6
H 3.6218 -0.2144 -2.1178 0.0 0.0 -0.1
```
Forces are in eV/Å.

Its total charge is -1. The total energy is -73010.268 eV. The LUMO energy (alpha / beta) is 2.69 / 1.45 eV. As for the energy relative to the best compared isomer or geometry (same formula, charge and spin): 38.2 kJ/mol. The spin multiplicity is 2. The calculation puts the HOMO-LUMO gap (alpha / beta) at 7.24 / 5.99 eV.


[2]
# C17H58FNO12Si2

C17H58FNO12Si2 as an isolated structure in a non-equilibrium geometry (the ωB97M-V functional and the def2-TZVPD basis, OMol25).

Geometry as XYZ:
```
91
Properties=species:S:1:pos:R:3:forces:R:3
C -2.5163 -0.2114 -2.1680 -0.1 0.6 0.5
C -1.7789 -0.2292 -0.8122 0.2 -0.9 -1.0
C -0.5976 -1.2239 -0.8395 -0.2 0.2 1.0
Si 0.7711 -0.7512 0.3506 0.1 -0.8 -2.6
F 0.0788 -0.1936 1.6781 0.1 0.1 0.4
C 1.8545 0.5104 -0.5365 -0.3 0.3 0.4
C 1.8854 1.9132 0.0461 -1.4 -0.4 -1.5
O 2.8389 2.2449 0.6449 2.4 0.8 2.1
N 0.8190 2.8388 -0.1247 -0.6 -0.7 -0.7
C 0.1183 2.7366 -1.4116 0.1 0.5 0.4
C -0.0939 2.8703 1.0194 0.1 0.4 -0.1
O 1.6897 -2.1124 0.5983 -0.8 0.7 1.7
Si 1.5373 -2.8660 2.1111 1.0 -0.8 -0.3
H -1.9591 -0.7280 -2.9386 0.2 0.0 -0.2
H -2.6616 0.8318 -2.4558 -0.1 -0.1 -0.3
H -3.4923 -0.6766 -2.1192 -0.2 -0.1 0.0
H -2.4860 -0.5245 -0.0494 0.0 0.2 0.5
H -1.3955 0.7635 -0.6239 -0.2 0.2 0.3
H -0.9196 -2.2393 -0.6098 -0.2 -0.1 0.0
H -0.2027 -1.2669 -1.8480 0.4 0.0 -0.2
H 1.5832 0.5149 -1.5841 -0.3 -0.1 -0.2
H 2.8690 0.1367 -0.5052 0.3 -0.1 0.2
H 0.6533 3.2990 -2.1699 0.3 -0.1 -0.2
H -0.8311 3.2412 -1.2957 -0.4 -0.1 -0.1
H -0.0473 1.7231 -1.7654 -0.1 -0.1 -0.1
H -0.7017 1.9703 1.1117 0.0 -0.1 0.2
H -0.7831 3.6980 0.9101 -0.1 0.3 -0.2
H 0.4808 3.0686 1.9124 0.1 -0.2 0.3
H 0.6607 -4.0469 2.0439 -0.2 0.2 -0.2
H 2.8652 -3.3697 2.5119 0.0 0.1 -0.1
H 1.0922 -1.9725 3.1910 -0.2 0.2 -0.1
C -3.7237 3.2962 -4.0342 0.1 -0.1 -0.2
O -2.3589 2.9102 -3.8824 0.1 0.2 -0.1
H -4.0989 3.5957 -3.0592 0.1 0.0 0.0
H -3.8097 4.1382 -4.7253 -0.1 0.0 0.0
H -4.3186 2.4578 -4.4045 -0.1 0.0 0.0
H -2.0368 2.6453 -4.7510 0.0 -0.1 0.1
C -2.6067 0.5732 4.2237 0.3 -0.1 -0.3
O -1.2438 0.2058 4.4182 -0.1 -0.1 0.1
H -3.0094 0.9044 5.1781 0.0 0.0 0.0
H -2.6787 1.3900 3.5043 -0.2 0.0 0.0
H -3.1867 -0.2857 3.8697 -0.1 0.1 0.0
H -0.9044 -0.0798 3.5637 0.1 0.1 0.0
C 1.1003 5.6450 -4.0486 -0.3 -0.2 0.0
O 0.4820 4.7069 -4.9264 0.0 0.0 0.0
H 2.0143 6.0046 -4.5135 0.0 -0.1 -0.1
H 0.4319 6.4915 -3.8722 0.1 0.1 0.1
H 1.3502 5.1666 -3.0987 0.1 0.2 0.1
H -0.3259 4.3984 -4.4994 0.0 0.0 0.0
C -2.2867 -3.4264 3.4073 -0.1 -0.4 -0.1
O -1.6183 -4.6812 3.2876 -0.1 0.1 0.0
H -1.5477 -2.6589 3.6264 0.1 -0.1 0.0
H -2.7933 -3.1832 2.4684 -0.1 0.2 0.1
H -3.0144 -3.4689 4.2213 0.0 0.2 0.0
H -2.2914 -5.3414 3.0927 0.1 0.0 0.0
C 6.2548 -0.9260 -0.4288 -0.2 0.5 0.1
O 6.7267 0.3858 -0.7335 0.0 0.0 -0.1
H 7.0046 -1.6445 -0.7473 0.1 0.1 0.0
H 6.0979 -1.0267 0.6460 0.0 -0.2 0.0
H 5.3184 -1.1189 -0.9621 0.0 -0.2 0.0
H 6.0543 1.0109 -0.4425 0.1 0.0 0.0
C 4.5133 -3.7430 5.8140 -0.4 -0.2 -0.1
O 3.9006 -4.5563 4.8157 0.1 0.1 0.1
H 5.4659 -3.3897 5.4263 0.0 0.0 0.0
H 3.8769 -2.8841 6.0419 0.1 0.1 0.1
H 4.6902 -4.3239 6.7224 0.1 0.1 0.1
H 3.0593 -4.8613 5.1713 0.1 0.0 -0.1
C -4.3282 -0.3749 -5.7187 -0.4 -0.1 0.0
O -4.7127 -1.0051 -4.4973 0.0 0.1 0.1
H -3.3311 0.0417 -5.5947 0.0 -0.1 0.1
H -4.3140 -1.1046 -6.5304 0.1 0.1 -0.1
H -5.0291 0.4304 -5.9569 0.1 0.1 -0.1
H -5.5961 -1.3654 -4.6300 0.1 0.1 0.1
C -2.6533 4.1307 4.8343 -0.3 0.0 -0.1
O -3.4966 3.7558 3.7474 0.0 0.1 0.0
H -1.6246 3.9306 4.5461 0.0 0.0 0.0
H -2.7625 5.1954 5.0549 0.1 0.0 0.1
H -2.8930 3.5466 5.7262 0.1 0.0 0.1
H -4.4050 3.9353 4.0108 0.1 0.0 -0.1
C 7.8269 -1.7402 3.4683 -0.3 -0.2 0.0
O 7.2009 -2.5634 2.4898 0.0 0.0 0.0
H 8.7779 -1.3994 3.0680 0.0 0.0 -0.1
H 7.1983 -0.8740 3.6921 0.1 0.1 0.1
H 8.0050 -2.3170 4.3803 0.1 0.2 0.1
H 6.3604 -2.8570 2.8588 0.1 -0.1 -0.1
C -3.8071 -3.9239 -5.5827 0.1 -0.3 -0.3
O -3.5236 -3.4511 -6.9001 0.0 0.0 0.0
H -4.3242 -3.1376 -5.0422 0.1 0.0 -0.1
H -4.4455 -4.8106 -5.6321 0.0 0.0 0.1
H -2.8767 -4.1641 -5.0626 -0.1 0.0 0.2
H -3.0647 -4.1539 -7.3710 0.0 0.1 0.0
```
Forces are in eV/Å.

Its total charge is 0. The total energy is -63101.244 eV. The LUMO energy is 0.44 eV. The calculation puts the HOMO-LUMO gap at 9.43 eV.


[3]
# C21H27CoN3O5

C21H27CoN3O5 as an isolated structure in a non-equilibrium geometry (the ωB97M-V functional and the def2-TZVPD basis, OMol25).

Geometry as XYZ:
```
57
Properties=species:S:1:pos:R:3:forces:R:3
Co -0.1710 0.4064 0.1962 0.3 0.2 -0.5
C 1.6655 -1.3011 -0.9302 0.0 -2.5 -1.0
O 1.5980 -0.4611 0.1036 0.2 1.3 1.4
H 2.6476 -1.8160 -1.0895 -0.1 0.3 0.3
H 0.9363 -2.1392 -0.8624 0.1 -0.3 0.2
H 1.3822 -0.8933 -1.8791 0.1 0.6 -0.9
C -2.0554 2.6907 -0.6937 -0.6 -1.0 -0.3
O -1.6141 1.6330 0.0978 -0.3 0.7 0.4
H -1.2515 3.2220 -1.2089 0.1 0.2 0.0
H -2.7429 2.2879 -1.4746 0.2 0.3 0.0
H -2.7004 3.4016 -0.1527 0.4 0.1 0.2
C 4.5884 1.3399 0.6999 1.2 -1.3 -1.2
C 4.1166 1.8604 -0.6224 -0.5 -1.2 2.1
C 4.0868 0.8381 -1.7250 1.5 0.6 -0.9
O 2.8488 1.1267 -2.3341 0.4 -1.5 -1.7
C 2.0493 1.6217 -1.4326 0.0 1.6 0.6
O 0.8796 1.7700 -1.5664 -1.3 -0.1 0.0
O 2.7486 2.1559 -0.4435 -0.6 0.6 0.5
H 4.3518 1.9937 1.4931 -0.3 0.8 0.9
H 5.6870 1.2148 0.6264 -0.5 -0.2 0.3
H 4.0673 0.3895 0.7904 0.2 -0.2 0.6
H 4.6405 2.7429 -0.8318 0.6 1.4 -0.9
H 4.1704 -0.2250 -1.4811 -0.2 0.3 0.4
H 4.9033 1.1064 -2.3998 -0.2 -0.4 -0.4
N -1.0013 -0.6112 -2.1768 -0.6 -0.7 0.4
C -1.3904 -1.8431 -2.5527 0.3 0.3 -0.9
C -1.9673 -2.1400 -3.8183 0.5 2.1 1.0
C -2.1566 -1.0202 -4.6353 0.3 0.8 -0.3
C -1.7711 0.3058 -4.2310 -0.5 -3.0 0.1
C -1.2346 0.4235 -2.9708 0.1 1.1 -0.4
H -1.1367 -2.6171 -1.8432 -0.1 -0.2 0.1
H -2.2312 -3.1260 -4.1708 0.0 -0.1 0.3
H -2.5818 -1.2132 -5.6209 0.1 0.3 0.1
H -1.8266 1.1674 -4.8441 -0.4 0.5 -0.7
H -0.9677 1.4386 -2.6332 0.0 -1.0 0.0
N -1.5058 -1.0902 0.8232 2.1 -1.7 0.5
C -1.1204 -2.2660 1.4177 0.1 1.6 0.0
C -2.0233 -3.2239 1.7587 -0.5 -0.3 0.3
C -3.3603 -3.0579 1.3926 0.2 0.7 -0.6
C -3.7089 -1.8898 0.6675 0.7 -1.7 1.4
C -2.7404 -0.9322 0.4396 -1.2 0.5 -0.3
H -0.0894 -2.4265 1.7589 -0.2 0.7 -0.6
H -1.6657 -4.0368 2.3920 -0.3 -0.1 -0.4
H -4.0242 -3.8655 1.6860 -0.4 0.4 -0.2
H -4.6944 -1.6517 0.3860 -1.1 -0.1 -0.3
H -2.9847 0.0420 -0.0225 0.3 -0.6 0.3
N 0.0576 0.6464 2.3605 -1.0 0.9 2.8
C 1.0641 0.3140 3.1941 1.1 -0.6 -1.2
C 1.0679 0.3841 4.5817 -1.8 1.0 -0.1
C -0.1184 0.8749 5.1333 -0.4 -0.3 0.9
C -1.2160 1.2647 4.3698 1.3 -0.8 -0.6
C -1.0739 1.1350 3.0125 0.9 0.0 -1.7
H 1.9813 -0.0789 2.7231 -0.6 0.2 -0.2
H 1.9181 0.1315 5.1997 0.0 -0.1 -0.2
H -0.3182 0.9151 6.1941 0.6 0.0 0.3
H -2.1522 1.5831 4.7882 -0.1 0.2 0.2
H -1.8602 1.4985 2.3606 0.1 -0.3 -0.3
```
Forces are in eV/Å.

Its total charge is 0. The total energy is -74548.314 eV. The LUMO energy (alpha / beta) is 0.70 / 0.70 eV. The spin multiplicity is 4. The calculation puts the HOMO-LUMO gap (alpha / beta) at 8.19 / 7.94 eV.


[4]
# C19H22N2O5S

C19H22N2O5S as an isolated structure in a non-equilibrium geometry (the ωB97M-V functional and the def2-TZVPD basis, OMol25).

Geometry as XYZ:
```
49
Properties=species:S:1:pos:R:3:forces:R:3
O -0.3677 2.2033 1.9461 -1.1 -0.8 -5.9
C -0.6237 1.9439 0.6523 9.1 4.1 6.2
N 0.3146 2.2008 -0.3457 2.1 3.7 5.4
H 0.1627 2.0483 -1.2529 -1.3 -0.9 -4.0
C 1.6328 2.9419 -0.0683 -4.7 -13.2 11.6
H 1.6375 3.3799 1.1080 -0.5 -1.5 -3.2
H 2.0668 3.5855 -0.4865 5.0 9.5 -7.9
C 2.7252 1.5791 0.1009 -1.8 6.7 11.5
O 2.1242 0.5518 0.8558 -2.6 0.7 3.3
H 1.6829 0.8964 1.7604 1.5 -0.9 -3.2
C 4.1286 1.8832 0.8510 -3.2 2.9 0.8
C 5.2755 2.1409 -0.0237 -10.4 -3.9 -1.5
C 6.2076 2.7463 0.5055 10.8 1.5 6.6
C 6.3852 2.8089 1.9797 -2.0 0.6 -6.7
C 5.2514 2.8242 2.6201 -0.2 1.4 10.5
C 4.0503 2.3830 2.3200 -3.6 -3.1 -7.5
H 3.0275 2.3637 2.8488 2.2 0.1 -0.6
H 5.2472 3.0709 3.8809 0.6 -0.3 -3.3
H 7.2768 3.1092 2.2963 3.4 1.1 1.7
H 7.2118 2.6269 0.1118 0.1 1.1 -1.1
H 5.1307 1.9393 -1.0735 0.3 -0.2 -0.2
H 2.9780 1.0817 -0.6008 2.8 -5.2 -10.3
C -1.6957 1.2716 0.2525 -4.3 0.6 2.2
C -1.6974 0.4062 -0.6544 1.8 -8.8 -14.0
C -2.7756 -0.2280 -1.4711 -5.3 7.3 11.5
C -4.1767 0.1048 -0.6546 5.8 3.6 0.5
C -4.2476 1.2213 0.4339 5.5 -5.8 -4.5
C -2.8878 1.5165 0.7936 -6.8 5.8 6.1
H -2.9239 2.4084 1.8001 0.6 -2.9 -3.2
H -5.1291 1.3166 0.9816 -1.0 0.7 0.8
H -4.9627 -0.3922 -1.0365 -3.0 -1.4 -1.1
S -2.8152 -1.3356 -2.6144 -8.8 -7.0 5.2
O -4.1412 -1.5604 -3.1238 0.8 0.8 -0.2
O -1.7415 -1.0409 -3.3183 9.1 1.1 -7.0
N -2.6037 -2.7468 -1.6559 2.2 -2.4 -1.4
C -1.2386 -3.1542 -1.0088 -2.0 9.0 -0.3
H -0.5283 -2.6132 -1.8970 -1.0 -2.4 3.1
C -1.1651 -4.5024 -0.3986 7.1 2.3 -12.0
H -0.1740 -4.5996 -0.0519 1.3 -0.5 0.8
O -2.0356 -4.9548 0.2740 -11.6 -3.4 6.2
C -3.5606 -4.7615 -0.3623 4.8 0.8 -4.3
H -4.0727 -5.1608 0.4606 -1.3 -0.1 0.7
C -3.6389 -3.2057 -0.7960 -3.3 -3.5 -4.3
H -4.6452 -3.0475 -1.3932 1.7 -0.5 1.5
H -3.6362 -2.6745 0.0282 -0.3 2.9 4.5
H -3.5880 -5.3779 -1.4695 0.2 1.3 3.5
H -1.2059 -4.9902 -1.5504 0.8 -0.4 1.8
H -1.4577 -2.2996 -0.0995 1.9 -1.8 -1.5
H -0.7809 0.0913 -1.4544 -1.3 1.3 3.2
```
Forces are in eV/Å.

Its total charge is 0. The total energy is -44092.138 eV. The LUMO energy is -0.59 eV. As for the energy relative to the best compared isomer or geometry (same formula, charge and spin): 2170.2 kJ/mol. The calculation puts the HOMO-LUMO gap at 7.92 eV.


[5]
# C2H7N3OP

A 2-piece molecular cluster, C2H7N3OP overall in a non-equilibrium geometry (the ωB97M-V functional and the def2-TZVPD basis, OMol25).

Geometry as XYZ:
```
14
Properties=species:S:1:pos:R:3:forces:R:3
C 0.7615 1.4791 -0.0053 2.0 -2.8 -0.5
C -1.4888 0.5017 0.3820 0.0 -2.3 -1.1
N 2.1060 1.0193 -0.0352 -1.0 -1.7 0.0
N -0.0854 0.3982 -0.0756 -0.8 -2.4 1.0
N 0.5213 -0.8585 0.2862 0.9 0.3 -2.0
O 0.4324 2.5812 0.0000 -1.2 3.7 0.2
P 2.4736 -0.5947 0.0762 -1.7 -1.9 -3.0
H -2.0090 -0.4386 -0.0890 0.6 2.0 1.1
H -1.7209 0.6601 1.4622 0.7 -0.3 -0.7
H -1.6958 1.3487 -0.1889 -1.6 1.5 -0.6
H 2.8358 1.6355 0.1604 1.1 1.6 0.3
H 0.2375 -1.0640 1.1913 -0.3 -0.3 2.8
H 0.1281 -1.6776 -0.2395 0.7 1.2 -0.3
H 2.0947 -1.4336 -1.8207 0.7 1.5 2.8
```
Forces are in eV/Å.

Its total charge is +1. The total energy is -17984.018 eV. The LUMO energy is -5.19 eV. As for the energy relative to the best compared isomer or geometry (same formula, charge and spin): 277.2 kJ/mol. The calculation puts the HOMO-LUMO gap at 8.91 eV.


[6]
# H38O19

A 19-piece molecular cluster, H38O19 overall in a non-equilibrium geometry (the ωB97M-V functional and the def2-TZVPD basis, OMol25).

Geometry as XYZ:
```
57
Properties=species:S:1:pos:R:3:forces:R:3
O 2.3668 -1.5179 1.6759 2.8 2.4 1.6
H 1.5499 -1.8686 1.8471 -3.1 -1.6 0.5
H 2.7282 -2.0495 0.9963 0.5 -0.4 -1.5
O 1.0983 0.0847 0.2207 0.0 1.4 -1.0
H 1.9225 -0.1244 0.7931 -1.8 0.2 -1.0
H 1.1280 0.9936 -0.2778 0.1 -2.3 1.3
O -2.5358 2.8556 1.3770 -0.9 -0.1 3.2
H -2.8904 3.1776 2.3185 1.1 -0.8 -3.2
H -1.8701 2.1879 1.7104 -0.5 1.0 -0.1
O 3.9652 1.2601 -1.6956 -2.6 0.7 -0.5
H 4.8674 1.4413 -1.5436 1.6 0.6 0.1
H 3.5118 2.1004 -1.9937 0.9 -1.4 0.4
O 2.8468 1.6119 1.0609 -0.6 2.3 2.1
H 3.5745 2.1950 1.3346 -0.1 -0.6 -0.5
H 3.1370 0.9162 0.5173 1.6 -0.7 -1.4
O -2.8292 -2.3415 3.0309 6.5 -0.3 -1.6
H -3.5545 -2.0272 3.4517 -3.3 1.6 2.2
H -1.9245 -1.7512 3.2940 -3.7 -1.7 -1.1
O -3.3539 0.4672 -0.4517 -1.6 -3.4 -0.3
H -3.5945 0.8387 0.3596 -1.2 0.4 2.4
H -2.8613 1.1649 -0.7431 2.7 3.1 -2.1
O 0.6601 -2.7522 -0.1526 0.7 -3.2 1.2
H 0.3196 -2.0103 -0.6092 -0.7 1.0 -1.3
H 0.7007 -3.6485 -0.6055 -0.7 2.2 0.4
O 0.7416 -2.3660 -3.4724 2.7 -4.3 -1.3
H 1.1872 -3.3476 -3.5079 -1.5 3.6 -0.6
H 0.3773 -2.4488 -2.6193 -1.2 0.4 1.7
O 3.4748 -2.7225 -0.4683 1.8 1.3 3.3
H 3.3763 -3.3298 0.2813 0.5 -0.3 -0.5
H 3.0974 -3.1502 -1.1685 -1.5 -1.6 -3.0
O -0.9850 -0.5982 2.7221 0.5 0.1 -0.7
H -1.4249 -0.1872 1.9203 1.3 -0.9 1.1
H -0.0675 -0.9071 2.5371 -1.2 0.8 -0.4
O 1.7288 1.4034 3.9120 -3.3 -5.9 6.1
H 2.1687 1.7527 3.2667 4.3 3.3 -6.2
H 2.0596 0.4387 3.9429 -0.7 2.4 0.0
O -0.8650 -0.4922 -4.4166 -0.1 -0.6 -1.3
H -0.4338 -1.3926 -4.4050 -0.3 1.3 0.6
H -0.9048 -0.0898 -3.5528 0.3 -0.4 0.7
O -0.7790 2.0743 3.0828 -2.5 2.5 -1.2
H -0.7808 1.4380 3.7339 -0.1 -2.2 2.4
H 0.0485 1.9599 2.7069 2.8 -0.1 -1.0
O -2.3282 -3.6020 0.3265 0.3 0.5 -1.0
H -2.3820 -2.7161 -0.0699 -0.2 0.0 -1.0
H -2.2908 -3.2984 1.2273 -0.1 -0.2 2.1
O 1.2271 1.8945 -3.3216 5.1 -0.9 1.6
H 1.4171 1.0652 -3.7482 -0.4 -0.3 -0.4
H 0.3991 2.1876 -3.4398 -4.5 1.2 -1.2
O -2.1946 3.8546 -1.1203 -2.0 -0.7 0.2
H -1.9121 4.6574 -0.7613 0.3 2.4 0.9
H -2.6302 3.3625 -0.3635 0.0 1.3 -0.8
O -1.9288 -1.3945 -1.8566 -2.8 -0.9 -1.4
H -2.8241 -1.7039 -2.3555 3.1 1.2 1.7
H -2.1922 -0.5535 -1.4118 -0.1 -0.5 0.0
O -1.0732 1.9259 -1.0943 1.2 -0.7 5.8
H -1.1006 2.2326 -1.9474 -0.1 1.6 -2.9
H -1.1686 2.8497 -0.4740 0.7 -3.4 -3.2
```
Forces are in eV/Å.

Its total charge is +1. The total energy is -39504.814 eV. The LUMO energy (alpha / beta) is -3.06 / -10.11 eV. As for the energy relative to the best compared isomer or geometry (same formula, charge and spin): 387.2 kJ/mol. The spin multiplicity is 2. The calculation puts the HOMO-LUMO gap (alpha / beta) at 10.55 / 3.05 eV.